22
Properties=species:S:1:pos:R:3:forces:R:3:lowdin_charge:R:1 method="wB97M-V/def2-TZVPD" e_above_lowest_kj_mol=68.81 total_charge=0 orbital_gap_ha=0.3869 smiles=CCCCN.O.O lumo_energy_ev=0.781
C 1.2821 -0.9068 -1.5527 -0.6 0.2 0.7 -0.106
C 2.0986 -0.7682 -0.2497 -0.5 0.0 -0.7 -0.257
C 1.2698 -1.0127 1.0251 0.1 -0.3 -0.9 -0.201
C -0.0392 -0.2313 1.0848 -0.7 -0.9 0.1 -0.288
N -0.0754 1.2153 1.0085 -0.4 0.6 0.5 0.000
H 1.8172 -0.6570 -2.4653 0.3 0.1 0.1 0.067
H 0.4322 -0.2274 -1.4525 0.0 0.0 -0.4 0.051
H 0.8495 -1.8978 -1.6906 0.1 -0.1 0.1 0.077
H 2.9309 -1.4679 -0.3190 0.2 0.2 0.4 0.098
H 2.4697 0.2581 -0.2266 0.4 0.0 0.1 0.093
H 0.9450 -2.0588 0.9930 0.1 0.0 0.2 0.112
H 1.9228 -0.8965 1.8885 -0.2 0.2 0.2 0.103
H -0.5911 -0.5547 1.9714 0.3 0.4 0.4 0.122
H -0.7376 -0.6478 0.3533 0.5 0.1 -0.4 0.074
H 0.5404 1.6995 0.3768 0.4 -0.4 -0.2 0.081
H -0.0232 1.6581 1.9148 0.2 0.0 0.0 0.088
O -2.5897 2.3631 0.2364 0.7 -0.3 0.1 -0.094
H -2.3691 3.1736 -0.2201 -0.2 0.4 -0.2 0.019
H -1.6907 2.0284 0.4920 -0.6 -0.2 0.1 -0.014
O -2.7140 -0.7080 -0.8871 0.1 0.2 -0.3 -0.071
H -2.2386 0.1354 -0.8599 -0.2 0.0 0.1 0.004
H -3.4895 -0.4965 -1.4214 0.0 -0.1 0.1 0.041

23
Properties=species:S:1:pos:R:3:forces:R:3:lowdin_charge:R:1 method="wB97M-V/def2-TZVPD" e_above_lowest_kj_mol=380.89 total_charge=0 orbital_gap_ha=0.3382 smiles="CC(=O)[P@](C)(=O)c1ccccc1" lumo_energy_ev=0.098
C 2.1557 -0.1790 -1.8727 2.6 0.7 0.1 -0.031
C 2.0074 0.5100 -0.5671 0.9 -0.5 0.3 -0.492
O 2.4827 1.5681 -0.2329 -0.3 -0.1 -0.6 0.059
P 1.1074 -0.4854 0.7415 1.9 -6.6 1.4 0.923
C 1.6771 0.4385 2.1433 -1.7 -2.6 0.2 -0.160
O 1.5170 -2.2606 0.9257 -1.7 7.2 -1.2 -0.493
C -0.5951 -0.1986 0.4194 -0.2 0.7 -0.5 -0.371
C -1.3339 -1.3145 0.2161 -2.1 -1.7 -2.1 -0.079
C -2.6961 -1.1947 -0.2665 0.3 0.6 1.3 -0.021
C -3.2173 0.1107 -0.4504 1.9 -2.3 0.5 -0.079
C -2.4004 1.2030 -0.3150 0.0 1.7 0.3 -0.104
C -1.1222 1.0589 0.1378 2.9 2.0 -0.1 -0.086
H 2.8775 -1.0282 -1.8335 -0.5 0.6 0.3 0.120
H 2.4567 0.4943 -2.6585 0.3 0.4 -0.1 0.087
H 1.2450 -0.5460 -2.1381 -2.7 -1.4 -0.8 0.043
H 1.0527 0.3019 3.0027 0.0 -0.7 0.6 0.070
H 2.6256 -0.0087 2.1524 1.7 0.1 1.0 0.049
H 1.6021 1.4109 1.8923 0.5 3.4 -0.8 0.006
H -0.7386 -2.2398 0.1216 -0.8 0.1 0.8 0.101
H -3.3944 -2.0663 -0.3119 1.0 0.8 -0.3 0.114
H -4.1953 0.2644 -0.7369 -2.0 0.1 -0.6 0.078
H -2.7740 2.2199 -0.4940 0.1 -0.5 -0.1 0.117
H -0.3397 1.9411 0.1248 -2.0 -1.5 0.3 0.151

6
Properties=species:S:1:pos:R:3:forces:R:3:lowdin_charge:R:1 method="wB97M-V/def2-TZVPD" e_above_lowest_kj_mol=186.61 total_charge=0 orbital_gap_ha=0.3099 lumo_energy_ev=-0.468
C -0.8339 1.0270 0.6176 1.4 -1.7 1.4 0.090
C -0.1152 0.0331 -0.0905 -1.0 1.1 1.9 -0.251
C 0.7796 -0.8601 0.2783 2.8 -1.4 1.7 -0.117
O 1.6530 -1.5798 0.5019 -1.5 0.7 -0.3 0.251
H -1.3428 1.4216 -0.2015 -1.4 1.5 -1.4 -0.048
H -0.1407 -0.0418 -1.1058 -0.4 -0.2 -3.3 0.075

10
Properties=species:S:1:pos:R:3:forces:R:3:lowdin_charge:R:1 method="wB97M-V/def2-TZVPD" e_above_lowest_kj_mol=265.10 total_charge=0 orbital_gap_ha=0.2437 smiles="N#CC(=S)C(=S)NO" lumo_energy_ev=-2.869
N 2.8068 1.5811 0.2182 -3.9 -2.3 -1.0 0.203
C 1.8425 0.9132 0.0020 4.3 2.3 1.0 -0.254
C 0.9172 -0.1614 -0.0870 -1.1 -1.8 -0.1 -0.729
S 1.3088 -1.7477 -0.0696 1.3 0.7 -0.2 0.887
C -0.5392 0.1049 -0.0938 -2.0 1.9 1.0 -0.778
S -1.2020 1.7062 -0.0906 0.8 -2.2 -0.2 0.679
N -1.3223 -0.9592 0.1385 -0.2 0.9 -0.7 -0.126
O -2.6880 -0.8819 0.1538 -0.3 2.7 -0.5 -0.042
H -1.0591 -1.9084 -0.0503 0.5 -0.2 0.1 0.088
H -2.8610 0.1343 -0.0399 0.4 -2.0 0.5 0.073

17
Properties=species:S:1:pos:R:3:forces:R:3:lowdin_charge:R:1 method="wB97M-V/def2-TZVPD" e_above_lowest_kj_mol=0.00 total_charge=+1 s2=2.0168 orbital_gap_ha="0.2919 / 0.2113" lumo_energy_ev="-6.151 / -8.186" spin_multiplicity=3
N -0.8137 -0.4721 1.0550 -0.3 1.6 0.2 -0.382
S 0.1417 -1.2575 0.0212 -1.1 -2.0 -2.3 0.830
O -0.6009 -1.9829 -1.0634 1.6 1.8 1.8 -0.372
C 0.6970 -2.6449 1.1439 -0.1 -1.3 0.8 -0.745
F -0.3279 -3.1575 1.8062 0.1 0.4 -0.3 0.175
F 1.5965 -2.1918 2.0053 0.1 0.4 0.0 0.137
F 1.2540 -3.6027 0.4097 -0.2 0.7 -0.1 0.161
S -0.5170 1.1563 1.2849 -0.9 -2.5 3.8 0.847
O 1.0457 1.2777 1.1911 -4.1 3.4 6.3 -0.620
O -0.9500 1.4785 2.6671 0.7 0.1 -2.9 -0.267
Au 2.0157 0.6894 -0.1781 4.7 -8.7 -0.5 1.136
O 1.7764 1.8997 -1.5078 -3.6 4.6 -4.8 -0.169
H 2.4275 2.5566 -1.7890 -0.4 0.8 -0.4 0.142
C 0.2262 2.4052 -1.7786 0.4 2.7 -4.5 -0.537
F 0.3892 2.6570 -3.0691 0.6 0.4 0.0 0.194
F -0.8656 1.6624 -1.7972 2.0 -0.8 2.4 0.234
F 0.0494 3.5426 -1.1446 0.5 -1.5 0.7 0.239

13
Properties=species:S:1:pos:R:3:forces:R:3:lowdin_charge:R:1 method="wB97M-V/def2-TZVPD" e_above_lowest_kj_mol=24.13 total_charge=0 orbital_gap_ha=0.3377 smiles="C=C(C)Cl.OSCl" lumo_energy_ev=0.452
C -0.6838 1.6347 0.6554 -1.2 0.3 -0.2 -0.041
C 0.1404 0.6118 0.4439 -1.0 0.6 0.3 -0.703
C 0.7634 0.2427 -0.8620 1.1 2.9 1.9 -0.116
Cl 0.3985 -0.5554 1.7910 0.3 0.7 -0.6 0.677
H -1.3860 1.7213 1.4840 0.8 -0.3 0.5 0.056
H -0.9975 2.4175 -0.0703 0.9 -1.0 -0.1 0.088
H 0.8354 -0.7544 -0.9237 0.9 -3.8 0.0 0.020
H 0.0937 0.4690 -1.6136 -1.3 1.1 -1.7 0.053
H 1.7244 0.7578 -0.9781 -0.1 -0.3 -0.2 0.101
O -2.2886 -2.0060 1.8696 1.5 0.7 0.2 -0.604
S -3.1726 -1.0854 0.8725 0.0 -0.1 0.4 0.408
Cl -2.3511 -1.6582 -0.8696 0.0 0.0 -0.8 0.139
H -1.3450 -1.6021 1.8735 -1.8 -0.8 0.2 -0.079